# 1
{
  "formula": "C5H20F4Mn2N10O9P2",
  "method": "ωB97M-V/def2-TZVPD",
  "gap_ha": [0.2752, 0.2730],
  "de_lowest_kcal_mol": 0.0,
  "total_charge": 2,
  "multiplicity": 11,
  "species": ["Mn", "Mn", "P", "P", "F", "F", "F", "F", "O", "O", "O", "O", "O", "O", "O", "O", "O", "N", "N", "N", "N", "N", "N", "N", "N", "N", "N", "C", "C", "C", "C", "C", "H", "H", "H", "H", "H", "H", "H", "H", "H", "H", "H", "H", "H", "H", "H", "H", "H", "H", "H", "H"],
  "coordinates": [[-1.629, 3.751, 1.026], [3.443, 2.027, 1.441], [0.500, 1.124, 0.082], [1.247, 4.423, 2.684], [1.944, 5.707, 2.242], [1.112, 4.567, 4.182], [0.275, -0.020, 1.122], [0.296, 0.364, -1.244], [1.943, 1.467, 0.155], [3.206, 0.355, 2.598], [2.132, 3.317, 2.275], [-0.152, 4.416, 2.161], [-2.569, 2.287, 2.135], [-5.190, -0.983, -0.211], [-0.530, 2.145, 0.359], [4.276, 1.206, -2.292], [-0.534, -1.949, -4.203], [5.241, -0.452, -3.485], [2.936, -0.357, -3.282], [-1.996, -3.596, -3.651], [2.614, -1.265, 4.086], [-1.167, -2.104, -2.060], [4.058, -1.732, 2.386], [-3.171, -0.149, -0.810], [-4.738, -0.742, -2.416], [-4.471, 1.068, 2.320], [-2.427, 0.119, 2.787], [-4.407, -0.691, -1.099], [4.155, 0.179, -2.950], [-1.163, -2.559, -3.357], [3.258, -0.828, 2.999], [-3.129, 1.205, 2.421], [6.115, 0.035, -3.404], [2.905, -1.242, -3.753], [2.227, -0.699, 4.824], [-0.605, -1.286, -1.925], [-2.771, -0.492, 0.048], [-2.296, -4.185, -2.894], [2.243, 0.019, -2.664], [4.293, -2.581, 2.869], [5.227, -1.302, -4.017], [-4.907, 1.825, 1.821], [4.511, -1.479, 1.527], [-4.034, -0.719, -3.133], [-2.062, -3.935, -4.593], [-4.834, 0.129, 2.276], [-1.583, -2.588, -1.287], [-1.442, 0.260, 2.917], [-2.841, -0.794, 2.843], [2.675, -2.234, 4.355], [-5.679, -0.997, -2.657], [-2.503, -0.035, -1.554]]
}



# 2
{
  "formula": "C5H20N10O5",
  "method": "ωB97M-V/def2-TZVPD",
  "gap_ha": 0.3479,
  "de_lowest_kcal_mol": 18.5,
  "smiles": "NC(N)=O.NC(N)=O.NC(N)=O.NC(N)=O.NC(N)=O",
  "species": ["O", "O", "O", "O", "O", "N", "N", "N", "N", "N", "N", "N", "N", "N", "N", "C", "C", "C", "C", "C", "H", "H", "H", "H", "H", "H", "H", "H", "H", "H", "H", "H", "H", "H", "H", "H", "H", "H", "H", "H"],
  "coordinates": [[17.700, 33.345, 8.424], [21.179, 26.359, 13.184], [17.745, 30.603, 12.332], [15.673, 34.718, 14.174], [19.099, 35.611, 16.682], [17.361, 31.421, 9.562], [17.194, 33.347, 13.192], [18.592, 28.776, 13.352], [19.512, 30.881, 13.740], [20.404, 24.304, 13.798], [20.570, 25.962, 15.352], [20.271, 35.996, 14.752], [14.938, 33.114, 12.738], [15.777, 32.144, 8.060], [19.732, 33.853, 15.411], [16.996, 32.383, 8.667], [18.599, 30.110, 13.053], [15.923, 33.786, 13.429], [19.677, 35.216, 15.698], [20.750, 25.605, 14.030], [19.928, 25.451, 15.932], [20.659, 23.873, 12.928], [20.483, 33.428, 14.897], [14.015, 33.451, 12.937], [17.933, 28.244, 12.813], [19.396, 28.345, 13.775], [15.468, 32.759, 7.330], [20.394, 36.977, 14.919], [17.366, 32.670, 12.465], [17.900, 33.935, 13.598], [15.038, 31.854, 8.681], [20.805, 26.885, 15.665], [18.150, 31.608, 10.149], [20.080, 23.678, 14.512], [19.925, 30.436, 14.545], [16.730, 30.667, 9.759], [19.129, 31.795, 13.944], [15.135, 32.219, 12.331], [19.208, 33.319, 16.082], [20.590, 35.641, 13.869]]
}



# 3
{
  "formula": "C5H20N2O4",
  "method": "ωB97M-V/def2-TZVPD",
  "gap_ha": 0.3325,
  "de_lowest_kcal_mol": 9.5,
  "smiles": "C=CC[C@H](N)CN.O.O.O.O",
  "species": ["O", "O", "O", "O", "N", "N", "C", "C", "C", "C", "C", "H", "H", "H", "H", "H", "H", "H", "H", "H", "H", "H", "H", "H", "H", "H", "H", "H", "H", "H", "H"],
  "coordinates": [[-0.399, -1.999, -1.579], [-0.593, 0.308, -2.937], [-2.419, -0.148, 0.379], [-2.101, 1.862, -1.345], [-0.279, 1.810, 1.804], [0.864, 1.974, -0.845], [0.919, 0.695, -0.139], [1.578, -1.484, 1.647], [0.623, -0.456, 2.103], [1.186, -2.724, 1.309], [0.843, 0.912, 1.413], [-0.234, 2.681, 1.259], [0.703, -0.309, 3.238], [-0.837, 0.165, -3.859], [1.774, 1.318, 1.719], [2.611, -1.182, 1.644], [-2.511, 0.666, -0.217], [-0.428, -0.742, 1.949], [-0.502, -0.572, -2.516], [0.021, 0.096, -0.439], [-1.380, 2.292, -0.887], [-1.019, -2.775, -1.625], [-2.055, -0.854, -0.188], [-1.165, 1.295, 1.596], [0.733, 1.785, -1.828], [1.883, -3.489, 0.967], [1.730, 2.545, -0.711], [0.147, -2.054, -0.803], [0.171, -3.048, 1.321], [-1.632, 1.372, -2.046], [1.767, 0.059, -0.385]]
}



# 4
{
  "formula": "C5H20N2O5",
  "method": "ωB97M-V/def2-TZVPD",
  "gap_ha": 0.3243,
  "de_lowest_kcal_mol": 51.2,
  "species": ["O", "O", "O", "O", "O", "N", "N", "C", "C", "C", "C", "C", "H", "H", "H", "H", "H", "H", "H", "H", "H", "H", "H", "H", "H", "H", "H", "H", "H", "H", "H", "H"],
  "coordinates": [[1.481, -1.409, 1.739], [-0.736, -0.810, -2.845], [2.206, 1.084, 1.088], [1.157, 2.417, -1.043], [0.440, 0.543, 3.446], [-1.029, 0.495, -1.003], [0.450, -2.159, -0.030], [0.828, -1.190, -1.065], [-2.208, 1.040, -1.663], [-1.147, 0.420, 0.455], [-0.411, -0.552, -1.707], [-2.187, -0.561, 0.967], [-0.524, 0.534, 3.498], [1.359, -1.652, -1.896], [0.727, -3.091, -0.304], [-1.984, 1.293, -2.695], [-2.522, 1.955, -1.157], [-3.189, -0.303, 0.624], [1.632, 2.427, -1.881], [0.331, 1.924, -1.166], [-1.410, 1.427, 0.791], [-3.064, 0.361, -1.666], [1.837, 1.576, 0.330], [1.473, -0.395, -0.683], [-2.188, -0.608, 2.055], [-0.166, 0.194, 0.876], [1.813, -0.579, 1.319], [0.671, -0.272, 2.952], [-1.960, -1.559, 0.591], [1.742, 1.444, 1.861], [0.903, -1.931, 0.843], [2.260, -1.868, 2.071]]
}



# 5
{
  "formula": "C5H20N3O2",
  "method": "ωB97M-V/def2-TZVPD",
  "gap_ha": 0.3502,
  "de_lowest_kcal_mol": 13.9,
  "total_charge": 1,
  "species": ["O", "O", "N", "N", "N", "C", "C", "C", "C", "C", "H", "H", "H", "H", "H", "H", "H", "H", "H", "H", "H", "H", "H", "H", "H", "H", "H", "H", "H", "H"],
  "coordinates": [[0.384, 2.632, 1.167], [0.926, 0.335, 2.811], [-0.405, -0.581, -0.231], [1.322, 1.829, -1.750], [0.717, -2.176, 1.508], [-0.713, -2.513, 1.332], [-1.403, 1.215, -1.657], [-0.481, -0.002, -1.563], [-1.301, -1.708, 0.094], [0.975, 0.419, -2.009], [0.206, 0.969, 2.713], [0.798, -1.517, 2.287], [1.888, 1.867, -0.934], [0.491, 3.019, 0.291], [-1.265, -2.380, -0.759], [-2.445, 0.936, -1.756], [-0.534, 0.099, 0.515], [-1.119, 1.865, -2.477], [1.726, -0.240, -1.565], [-1.258, -2.304, 2.241], [-0.014, 3.292, 1.741], [1.748, 2.253, -2.551], [-1.261, 1.798, -0.750], [1.716, 0.866, 2.747], [-0.791, -0.713, -2.314], [0.960, -1.612, 0.654], [-0.858, -3.541, 1.081], [0.994, 0.251, -3.082], [-2.280, -1.383, 0.432], [1.276, -2.974, 1.782]]
}



# 6
{
  "formula": "C5H20NO6",
  "method": "ωB97M-V/def2-TZVPD",
  "gap_ha": 0.4214,
  "de_lowest_kcal_mol": 49.9,
  "total_charge": 1,
  "species": ["O", "O", "O", "O", "O", "O", "N", "C", "C", "C", "C", "C", "H", "H", "H", "H", "H", "H", "H", "H", "H", "H", "H", "H", "H", "H", "H", "H", "H", "H", "H", "H"],
  "coordinates": [[0.232, 2.913, -1.347], [-1.563, 3.071, 2.342], [-2.709, -1.147, -0.519], [-0.837, -1.784, -2.548], [2.631, -1.426, -1.180], [2.651, 0.738, -0.633], [-0.168, 0.540, -0.890], [0.638, -0.507, -0.137], [-0.750, -0.403, 2.038], [0.566, -0.285, 1.352], [2.059, -0.491, -0.708], [-1.033, -1.853, 2.631], [-0.879, -2.628, -2.072], [-0.995, -2.073, -3.473], [-2.040, 2.248, 2.502], [-0.955, 0.212, 2.898], [0.948, 0.682, 1.693], [0.931, 3.086, -1.996], [-1.559, 0.060, 1.473], [0.433, 1.123, -1.601], [1.367, -0.923, 1.826], [-0.707, 2.754, 2.759], [-0.695, -0.023, -1.600], [-0.959, -2.616, 1.854], [0.333, -1.426, -0.659], [-0.886, 1.155, -0.440], [-2.827, -1.551, 0.341], [-2.719, -1.763, -1.264], [-0.265, -1.992, 3.393], [3.444, 0.772, -1.184], [-0.614, 3.378, -1.395], [-1.980, -2.051, 3.049]]
}



# 7
{
  "formula": "C5H20O5",
  "method": "ωB97M-V/def2-TZVPD",
  "gap_ha": 0.3818,
  "de_lowest_kcal_mol": 57.7,
  "smiles": "CO.CO.CO.CO.CO",
  "species": ["O", "O", "O", "O", "O", "C", "C", "C", "C", "C", "H", "H", "H", "H", "H", "H", "H", "H", "H", "H", "H", "H", "H", "H", "H", "H", "H", "H", "H", "H"],
  "coordinates": [[-0.210, -0.735, -4.080], [1.860, -0.384, 1.390], [-1.190, -3.566, 0.627], [0.269, 0.375, 3.683], [-1.275, 1.191, -1.360], [0.743, -0.895, -3.028], [-0.302, -2.470, 0.587], [-0.874, 2.455, -0.832], [1.576, 0.310, 0.181], [-0.603, 1.029, 2.732], [-1.414, 1.460, 3.303], [1.193, -1.892, -3.113], [2.235, 0.149, -0.666], [1.377, -0.035, 2.125], [-1.710, 3.142, -0.770], [0.461, -2.595, 1.409], [-0.118, 2.836, -1.482], [-0.923, 0.353, 1.927], [-0.112, 1.885, 2.279], [0.528, 0.220, -0.004], [0.233, -2.410, -0.347], [0.277, -0.779, -2.128], [-1.727, -3.499, -0.186], [-1.910, 0.748, -0.812], [-0.808, -1.511, 0.779], [-0.371, 2.285, 0.143], [0.311, 0.962, 4.412], [1.681, 1.396, 0.338], [-0.670, 0.113, -3.994], [1.480, -0.127, -3.102]]
}



# 8
{
  "formula": "C5H20O5",
  "method": "ωB97M-V/def2-TZVPD",
  "gap_ha": [0.3609, 0.0965],
  "de_lowest_kcal_mol": 0.0,
  "total_charge": 1,
  "multiplicity": 2,
  "species": ["O", "O", "O", "O", "O", "C", "C", "C", "C", "C", "H", "H", "H", "H", "H", "H", "H", "H", "H", "H", "H", "H", "H", "H", "H", "H", "H", "H", "H", "H"],
  "coordinates": [[-10.315, 0.494, 13.222], [-11.961, 1.070, 8.255], [-8.065, 0.091, 8.990], [-11.384, -4.602, 8.840], [-10.023, -1.870, 9.615], [-13.776, 2.565, 7.601], [-11.201, -5.083, 7.574], [-13.437, 1.706, 9.911], [-10.828, 1.006, 12.054], [-13.344, 1.367, 8.447], [-11.898, 1.214, 12.077], [-9.356, 0.504, 13.184], [-10.391, -2.661, 9.221], [-13.983, 0.538, 8.141], [-12.263, -4.781, 9.180], [-13.837, 2.344, 6.536], [-10.738, -1.234, 9.590], [-10.204, -4.905, 7.171], [-14.395, 2.062, 10.289], [-14.742, 2.948, 7.934], [-13.093, 3.413, 7.541], [-10.657, 0.318, 11.226], [-7.760, 0.466, 9.816], [-13.277, 0.777, 10.458], [-11.366, -6.160, 7.530], [-11.427, 1.860, 8.369], [-11.955, -4.666, 6.906], [-12.703, 2.460, 10.198], [-8.686, -0.589, 9.250], [-10.368, 1.942, 11.737]]
}



The records above yield total energy values of -130929.12716, -30652.86002, -16679.54727, -18726.35342, -14068.60447, -19277.48279, -15743.82136, -15735.19024 eV, respectively.
The records above yield strongest force on any atom values of 1.78, 1.25, 2.31, 6.72, 2.08, 3.38, 2.87, 2.60 eV Å⁻¹, respectively.